Entry from the Open Molecules 2025 dataset: a molecular structure, C20H47N2O12Pb in a non-equilibrium geometry (the ωB97M-V functional and the def2-TZVPD basis).

Its HOMO energy is -10.674 eV. The HOMO-LUMO gap comes out at 3.8453 eV. As for the total charge: +1. As for the spin multiplicity: 1. The total energy is -1994.9852 a.u.

Geometry as XYZ:
```
82
Properties=species:S:1:pos:R:3:forces:R:3:lowdin_charge:R:1
O -0.469 -1.001 -3.452 1.461 -1.061 -0.988 0.040
H -0.294 -5.359 -5.156 0.331 0.427 0.061 0.081
O -0.685 1.363 0.414 -1.279 0.065 -0.739 -0.412
C -1.041 4.625 -6.627 -0.251 -0.156 -0.428 -0.041
H 2.046 -0.238 1.509 -0.058 0.026 -0.257 0.064
H -2.096 4.823 -6.437 0.111 -0.018 0.690 0.092
H 0.597 4.123 -2.055 -0.122 -0.097 0.237 0.107
O 0.241 -2.696 -4.828 -0.104 0.728 -0.127 0.053
H 2.938 4.483 -2.497 0.095 -0.095 0.174 0.085
C 0.409 -1.598 -4.095 -0.945 1.733 0.659 -0.548
C -0.985 2.052 4.932 -0.049 0.047 2.158 -0.450
H -1.435 2.496 7.004 0.364 -0.204 0.444 0.073
H 3.770 -3.410 1.254 -0.129 -0.026 0.304 0.072
H 2.548 5.027 -0.849 0.005 0.264 -0.083 0.089
H -1.789 0.800 6.537 -0.043 0.164 -0.044 0.072
H 4.438 -2.953 5.961 -0.232 0.064 0.264 0.085
C -2.734 -3.174 0.633 0.809 0.520 -0.756 -0.053
H -6.195 -3.201 -3.136 0.168 -0.075 -0.018 0.121
H 2.829 0.419 2.733 0.131 0.018 0.344 0.060
H -2.190 -2.579 -0.101 -0.191 0.684 0.270 0.087
H -7.187 -2.033 -1.203 -0.260 0.317 -0.540 0.068
H -3.154 -2.628 1.478 0.433 0.144 -0.053 0.105
C -4.487 -3.289 -1.089 0.855 1.617 1.880 -0.484
H 4.132 -1.046 4.313 -0.275 0.595 -0.130 0.117
C 4.392 -1.644 3.439 -0.292 0.174 -0.303 -0.184
C 2.392 5.222 -1.910 0.318 0.345 -0.507 -0.058
C -6.529 -3.782 -2.276 -0.347 0.200 -0.164 -0.205
H 3.183 -0.424 -3.025 -0.122 -0.442 -0.113 0.094
H 1.559 0.088 -2.607 -0.034 0.278 -0.178 0.084
H -0.733 1.081 3.246 -0.490 -0.078 -0.761 0.050
C 3.294 -1.536 2.336 -0.847 -2.456 0.371 -0.444
C -1.070 -3.252 -4.948 -0.692 -2.275 0.817 -0.201
O 4.563 -2.961 3.931 -0.672 -0.323 -1.994 -0.189
C -1.089 1.630 6.440 0.158 0.572 -1.374 -0.051
H -7.830 -3.458 -0.553 -0.234 -0.468 -0.239 0.086
H -6.911 -4.744 -2.618 -0.058 0.167 -0.052 0.130
H 5.904 -2.277 5.320 0.513 -0.244 -0.003 0.088
H 0.238 1.645 0.260 -0.602 0.061 -0.505 -0.084
H 5.576 -4.081 5.272 0.308 0.216 -0.141 0.093
C 0.207 3.010 4.703 -0.125 0.627 0.868 -0.177
N -0.827 0.841 4.222 0.893 -1.020 -1.427 0.032
O -0.122 5.202 -5.688 -0.119 -0.811 2.160 0.001
H -1.940 -5.217 -4.701 -0.241 0.165 -0.013 0.075
H -1.985 -3.913 0.915 -0.461 -0.196 0.438 0.101
H 0.270 5.800 -1.785 0.118 0.488 -0.449 0.133
C -0.969 -4.742 -4.563 -0.418 0.089 0.208 -0.065
H 2.756 6.194 -2.242 0.274 0.075 0.463 0.088
N 2.954 -0.207 1.950 0.272 1.518 -0.290 0.030
H -1.959 2.461 4.662 0.246 0.718 -0.214 0.133
H 0.145 0.635 4.402 0.389 -0.976 0.329 0.062
H -1.524 -3.252 -5.939 0.724 0.870 -0.317 0.124
H 2.710 3.386 3.745 0.565 0.012 -0.230 0.082
O -4.308 -2.116 -1.483 -0.554 -2.452 0.320 0.016
H 0.143 3.446 3.706 0.414 -0.302 -0.498 0.117
Pb -3.282 1.584 -1.739 2.361 -0.501 1.089 1.479
C 2.228 -0.106 -3.445 -0.188 -0.517 0.919 -0.012
H 2.399 4.223 5.231 0.220 0.134 0.382 0.086
O -3.782 -3.839 -0.020 -2.322 -0.746 -2.550 -0.029
H -0.091 1.264 6.678 -0.080 0.219 0.647 0.073
H 5.318 -1.258 3.012 0.398 0.052 0.062 0.125
O -5.420 -4.171 -1.465 1.637 0.675 0.781 0.037
C 2.593 3.233 4.818 -0.456 0.503 -0.535 -0.118
H 2.961 -2.298 0.191 -0.090 0.603 0.236 0.064
H 2.406 -1.986 2.782 -0.128 -0.447 0.309 0.125
H -8.457 -2.968 -2.168 -0.102 0.454 0.308 0.087
H -0.756 -4.815 -3.497 0.323 -0.178 -0.067 0.077
O 1.489 2.403 5.004 -1.978 -0.825 -0.012 -0.213
H 0.079 3.861 5.372 0.066 0.247 0.258 0.117
O 0.921 5.200 -3.719 -1.573 0.379 -2.075 0.023
H -0.870 5.106 -7.590 0.505 -0.082 0.184 0.099
C 5.175 -3.073 5.167 -0.222 0.317 0.790 -0.126
H -1.794 -2.844 -4.243 0.371 0.602 -0.086 0.108
H 2.481 0.796 -4.002 -0.690 -0.219 -0.519 0.092
C -0.160 4.734 -4.400 -1.473 -0.875 1.436 -0.464
C -7.588 -2.999 -1.511 0.727 -0.381 0.334 -0.056
C 3.632 -2.348 1.048 1.220 -0.024 1.361 -0.050
O -1.057 4.004 -3.867 2.540 2.176 -2.094 -0.002
H -0.863 3.552 -6.700 -0.071 0.073 -0.040 0.098
H 4.636 -1.976 0.845 0.006 -0.011 -0.915 0.074
H 3.463 2.762 5.277 -0.079 0.112 -0.127 0.095
O 1.684 -1.204 -4.223 -0.003 -0.032 -0.143 0.008
C 0.955 5.124 -2.296 -0.627 -1.922 0.542 -0.240
```
Forces are in eV/Å.